(1)
Computed, not measured: a cluster of 2 separate species, C6H17N2 in total, with wB97M-V/def2-TZVPD.

orbital gap (spin up / spin down): 9.7 / 7.0 eV
lowest unoccupied orbital energy (spin up / spin down): 1.04 / -1.29 eV

```
! wB97M-V def2-TZVPD RIJCOSX def2/J DEFGRID3
* xyz 0 2
N 1.487 0.048 0.303
C 2.080 0.631 -0.893
C 1.407 -0.159 -2.014
C 1.732 2.129 -0.963
N -0.992 0.473 0.291
C -2.361 -1.435 -0.049
C -1.475 -0.792 0.898
C -1.611 -0.928 2.462
H 2.153 0.257 1.109
H 2.360 2.525 -1.752
H 0.379 0.346 0.502
H 3.222 0.618 -0.976
H 1.706 0.161 -3.002
H 0.340 -0.031 -1.965
H 1.391 -1.208 -1.833
H 1.854 2.558 0.050
H 0.661 2.177 -1.158
H -1.490 1.306 0.656
H -2.641 -2.382 0.322
H -3.234 -0.885 -0.274
H -1.768 -1.432 -0.985
H -0.508 -1.322 0.789
H -1.881 -1.805 3.018
H -2.273 -0.070 2.696
H -0.535 -0.781 2.764
*
```

natural (NBO) atomic charge list, values in e, 5 entries: number 1, N, carries -0.784; number 2, C, carries -0.056; number 3, C, carries -0.628; number 4, C, carries -0.620; number 5, N, carries -0.546

(2)
Computed, not measured: a cluster of 2 separate species, C6H17N2 in total, with wB97M-V/def2-TZVPD.

orbital gap (spin up / spin down): 9.6 / 9.2 eV
lowest unoccupied orbital energy (spin up / spin down): 1.05 / -0.05 eV

```
! wB97M-V def2-TZVPD RIJCOSX def2/J DEFGRID3
* xyz 0 2
N -2.436 1.214 -1.307
C -1.023 1.330 -0.985
C -0.592 2.773 -1.302
C -0.532 0.953 0.403
N 0.047 -2.013 1.827
C 2.242 -1.141 1.034
C 1.064 -2.062 0.760
C 0.399 -1.775 -0.608
H -2.770 0.272 -1.112
H -0.401 -1.100 1.797
H -3.029 1.777 -0.701
H -0.491 0.691 -1.701
H -0.862 2.978 -2.331
H 0.407 3.019 -0.955
H -1.276 3.444 -0.760
H 0.257 1.632 0.710
H -1.328 0.708 1.102
H 0.500 -2.071 2.735
H 2.993 -1.116 0.238
H 1.884 -0.104 1.059
H 2.730 -1.342 1.989
H 1.390 -3.103 0.779
H 0.872 -2.364 -1.389
H 0.627 -0.731 -0.808
H -0.673 -1.869 -0.473
*
```

natural (NBO) atomic charge list, values in e, 5 entries: number 1, N, carries -0.824; number 2, C, carries -0.141; number 3, C, carries -0.606; number 4, C, carries -0.305; number 5, N, carries -0.831

The structure with the most favorable energy is (2); the runner-up is 0.0628 hartree above it.

(1)
Computed, not measured: a cluster of 4 separate species, C2H10O5 in total, with wB97M-V/def2-TZVPD.

orbital gap: 11.2 eV
lowest unoccupied orbital energy: 0.53 eV
SMILES string: CC(=O)O.O.O.O

```
! wB97M-V def2-TZVPD RIJCOSX def2/J DEFGRID3
* xyz 0 1
C 0.402 1.551 -0.549
C 0.497 0.100 -0.214
O 0.149 -0.364 0.856
O 0.863 -0.696 -1.204
H 1.208 2.179 -0.189
H -0.515 1.905 -0.090
H 0.477 1.697 -1.622
H 0.660 -1.630 -0.973
O -2.157 -0.022 -1.394
H -1.979 0.427 -2.233
H -2.251 0.773 -0.850
O 0.223 1.586 2.733
H 0.107 0.728 2.275
H -0.254 1.489 3.562
O 0.812 -3.344 -0.423
H 1.559 -2.889 0.003
H 0.199 -3.488 0.310
*
```

natural (NBO) atomic charge list, values in e, 5 entries: number 1, C, carries -0.734; number 2, C, carries 0.827; number 3, O, carries -0.666; number 4, O, carries -0.689; number 5, H, carries 0.258

(2)
Computed, not measured: a cluster of 4 separate species, C2H10O5 in total, with wB97M-V/def2-TZVPD.

orbital gap: 10.6 eV
lowest unoccupied orbital energy: 0.23 eV
SMILES string: CC(=O)O.O.O.O

```
! wB97M-V def2-TZVPD RIJCOSX def2/J DEFGRID3
* xyz 0 1
C 1.170 0.933 1.991
C 1.621 0.653 0.572
O 0.965 0.959 -0.358
O 2.682 -0.298 0.442
H 2.077 1.415 2.376
H 0.339 1.616 2.343
H 0.941 -0.028 2.362
H 3.192 0.255 -0.141
O -1.452 -3.360 -0.017
H -2.352 -3.298 0.430
H -0.303 -3.412 0.231
O -3.896 2.616 0.365
H -4.114 3.521 0.286
H -2.955 2.457 0.199
O 0.113 -1.137 -2.673
H -0.470 -1.857 -2.279
H -0.449 -0.503 -3.124
*
```

natural (NBO) atomic charge list, values in e, 5 entries: number 1, C, carries -0.733; number 2, C, carries 0.773; number 3, O, carries -0.526; number 4, O, carries -0.711; number 5, H, carries 0.229

The structure with the most favorable energy is (1); the runner-up is 0.1163 hartree above it.

(1)
Computed, not measured: a cluster of 2 separate species, C5H11NO2 in total, with wB97M-V/def2-TZVPD.

orbital gap: 9.7 eV
lowest unoccupied orbital energy: 0.73 eV
SMILES string: C=CC[C@@H](N)C=O.O

```
! wB97M-V def2-TZVPD RIJCOSX def2/J DEFGRID3
* xyz 0 1
C -0.438 2.376 -1.043
C -0.350 1.078 -0.754
C 0.780 0.389 -0.009
C 0.677 -1.129 -0.211
N 1.937 -1.832 -0.468
C 0.141 -1.788 1.072
O -0.014 -1.227 2.111
H -1.331 2.744 -1.525
H 0.283 3.076 -0.646
H -1.124 0.480 -1.202
H 1.703 0.829 -0.372
H 0.740 0.708 1.038
H -0.036 -1.325 -1.011
H 2.497 -1.990 0.351
H 2.400 -1.476 -1.284
H -0.003 -2.899 0.947
O -2.242 0.566 0.988
H -2.665 1.182 1.590
H -2.957 0.239 0.431
*
```

natural (NBO) atomic charge list, values in e, 5 entries: number 1, C, carries -0.436; number 2, C, carries -0.114; number 3, C, carries -0.492; number 4, C, carries -0.149; number 5, N, carries -0.848

(2)
Computed, not measured: the molecule C5H11NO2, with wB97M-V/def2-TZVPD.

orbital gap: 10.1 eV
lowest unoccupied orbital energy: 0.64 eV
SMILES string: CC(C)[C@H](N)C(=O)O

```
! wB97M-V def2-TZVPD RIJCOSX def2/J DEFGRID3
* xyz 0 1
C -1.359 -0.801 -0.858
C 0.104 -0.678 -0.476
C 0.551 -1.594 0.740
C 0.455 0.914 -0.205
N 1.862 1.069 0.115
C -0.442 1.618 0.776
O -0.139 1.966 1.892
O -1.832 1.706 0.266
H -1.536 0.010 -1.575
H -1.440 -1.788 -1.259
H -1.986 -0.642 0.008
H 0.757 -0.936 -1.407
H 1.683 -1.664 0.753
H 0.195 -1.070 1.575
H 0.112 -2.587 0.553
H 0.245 1.360 -1.130
H 2.493 0.457 -0.273
H 2.019 0.955 1.231
H -1.743 1.706 -0.725
*
```

natural (NBO) atomic charge list, values in e, 5 entries: number 1, C, carries -0.619; number 2, C, carries -0.156; number 3, C, carries -0.624; number 4, C, carries -0.178; number 5, N, carries -0.830

(3)
Computed, not measured: a structure of composition C5H11NO2, with wB97M-V/def2-TZVPD.

orbital gap: 9.6 eV
lowest unoccupied orbital energy: 0.81 eV

```
! wB97M-V def2-TZVPD RIJCOSX def2/J DEFGRID3
* xyz 0 1
C -1.846 2.276 0.415
C -0.700 0.447 -0.650
C 0.675 -1.321 -1.686
C 0.499 -1.124 0.697
C 1.659 -0.418 1.419
H -1.682 2.779 1.530
H -3.230 2.057 0.339
H -1.392 2.680 -0.524
H 1.540 -0.962 -1.449
H 0.495 -2.526 -1.661
H 0.110 -0.999 -2.817
H 0.736 -2.163 0.439
H -0.821 -0.843 1.304
H 2.205 -0.796 0.582
H 1.649 0.421 1.620
H 2.056 -0.944 2.222
N 0.027 -0.629 -0.507
O -1.018 1.088 0.475
O -0.962 0.978 -1.748
*
```

natural (NBO) atomic charge list, values in e, 5 entries: number 1, C, carries -0.274; number 2, C, carries 0.877; number 3, C, carries -0.400; number 4, C, carries -0.149; number 5, C, carries -0.577

(4)
Computed, not measured: the molecule C5H11NO2, with wB97M-V/def2-TZVPD.

orbital gap: 10.5 eV
lowest unoccupied orbital energy: 0.76 eV
SMILES string: O=CNCCCCO

```
! wB97M-V def2-TZVPD RIJCOSX def2/J DEFGRID3
* xyz 0 1
O 1.117 -3.203 1.026
C 0.598 -2.128 0.805
N 0.664 -1.105 1.693
C -0.138 0.111 1.629
C 0.390 1.060 0.508
C 0.221 0.758 -0.995
C -1.253 0.528 -1.420
O -1.144 -0.064 -2.726
H 0.118 -1.869 -0.146
H 1.400 -1.197 2.378
H -1.220 -0.045 1.651
H 0.212 0.731 2.442
H 1.456 1.262 0.760
H 0.060 2.089 0.760
H 0.765 -0.170 -1.243
H 0.656 1.661 -1.499
H -1.778 -0.159 -0.786
H -1.711 1.516 -1.572
H -0.414 0.226 -3.264
*
```

natural (NBO) atomic charge list, values in e, 5 entries: number 1, O, carries -0.599; number 2, C, carries 0.523; number 3, N, carries -0.635; number 4, C, carries -0.234; number 5, C, carries -0.410

The structure with the most favorable energy is (4); the runner-up is 0.0020 hartree above it.

(1)
Computed, not measured: a structure of composition C5H11NO2, with wB97M-V/def2-TZVPD.

orbital gap: 7.9 eV
lowest unoccupied orbital energy: 0.09 eV

```
! wB97M-V def2-TZVPD RIJCOSX def2/J DEFGRID3
* xyz 0 1
C -0.506 -1.794 0.680
C 1.986 0.966 -0.324
C -0.124 -0.519 -0.035
N -0.383 -0.571 -1.445
C 0.939 0.278 0.460
H 0.089 -1.338 -1.911
H -0.164 0.301 -1.912
H 1.106 0.238 1.532
H 0.085 -2.647 0.328
H -0.355 -1.708 1.758
H -1.560 -2.008 0.492
H 1.603 1.453 -1.219
H 2.526 1.720 0.246
H 2.718 0.226 -0.678
C -1.240 0.904 0.661
O -2.474 0.817 0.082
O -0.510 1.945 0.400
H -2.389 1.189 -0.809
H -1.348 0.547 1.695
*
```

natural (NBO) atomic charge list, values in e, 5 entries: number 1, C, carries -0.614; number 2, C, carries -0.681; number 3, C, carries -0.048; number 4, N, carries -0.852; number 5, C, carries 0.158

(2)
Computed, not measured: the molecule C5H11NO2, with wB97M-V/def2-TZVPD.

orbital gap: 10.4 eV
lowest unoccupied orbital energy: 0.70 eV
SMILES string: C[C@@H](O)[C@@H](C)NC=O

```
! wB97M-V def2-TZVPD RIJCOSX def2/J DEFGRID3
* xyz 0 1
C 0.740 0.815 1.869
C 1.064 0.171 0.516
O 1.000 -1.251 0.753
C 0.030 0.547 -0.559
C 0.311 -0.183 -1.881
N -1.343 0.320 -0.072
C -1.935 -0.893 0.023
O -3.113 -1.019 0.297
H 0.407 0.022 2.525
H -0.048 1.557 1.825
H 1.636 1.269 2.291
H 2.091 0.365 0.221
H 1.051 -1.724 -0.081
H 0.145 1.600 -0.755
H 1.391 -0.318 -1.990
H -0.245 -1.102 -2.045
H 0.033 0.446 -2.727
H -1.882 1.167 -0.060
H -1.334 -1.788 -0.149
*
```

natural (NBO) atomic charge list, values in e, 5 entries: number 1, C, carries -0.633; number 2, C, carries 0.090; number 3, O, carries -0.732; number 4, C, carries -0.065; number 5, C, carries -0.644

(3)
Computed, not measured: a cluster of 2 separate species, C5H11NO2 in total, with wB97M-V/def2-TZVPD.

orbital gap: 9.0 eV
lowest unoccupied orbital energy: 0.97 eV
SMILES string: N/C=C/CCC=O.O

```
! wB97M-V def2-TZVPD RIJCOSX def2/J DEFGRID3
* xyz 0 1
N -0.794 -2.160 1.378
C -0.113 -1.396 0.466
C 1.138 -0.927 0.511
C 1.614 0.056 -0.491
C 1.792 1.476 0.041
C 0.452 2.157 0.249
O -0.493 1.966 -0.472
H -1.581 -2.673 1.021
H -0.326 -2.570 2.169
H -0.756 -0.969 -0.292
H 1.785 -1.124 1.354
H 2.488 -0.248 -1.078
H 0.970 0.103 -1.377
H 2.294 1.424 1.016
H 2.452 2.084 -0.585
H 0.366 2.808 1.137
O -2.868 -0.772 -1.418
H -2.540 -0.105 -0.808
H -2.291 -0.767 -2.184
*
```

natural (NBO) atomic charge list, values in e, 5 entries: number 1, N, carries -0.816; number 2, C, carries 0.029; number 3, C, carries -0.333; number 4, C, carries -0.427; number 5, C, carries -0.513

(4)
Computed, not measured: the molecule C5H11NO2, with wB97M-V/def2-TZVPD.

orbital gap: 8.5 eV
lowest unoccupied orbital energy: 0.83 eV
SMILES string: C[C@H]1C[C@H]1C(N)(O)O

```
! wB97M-V def2-TZVPD RIJCOSX def2/J DEFGRID3
* xyz 0 1
C -1.993 -0.710 0.169
C -1.206 0.392 -0.474
C -0.710 1.495 0.381
C 0.546 1.095 -0.335
C 1.321 -0.128 0.017
N 0.657 -1.272 -0.623
O 2.653 0.043 -0.438
O 1.331 -0.466 1.396
H -1.479 -1.067 1.059
H -2.976 -0.325 0.461
H -2.163 -1.540 -0.514
H -1.508 0.630 -1.487
H -0.777 1.321 1.454
H -1.066 2.478 0.080
H 0.927 1.654 -1.177
H 0.819 -1.236 -1.622
H 1.006 -2.159 -0.261
H 3.207 -0.579 0.049
H 1.412 0.374 1.865
*
```

natural (NBO) atomic charge list, values in e, 5 entries: number 1, C, carries -0.630; number 2, C, carries -0.101; number 3, C, carries -0.458; number 4, C, carries -0.292; number 5, C, carries 0.598

The structure with the most favorable energy is (2); the runner-up is 0.0317 hartree above it.